No. 1
# C4H8N2O2

An isolated molecule of C4H8N2O2 at a distorted geometry (ωB97M-V/def2-TZVPD, OMol25).

Cartesian coordinates (Å):
O: 0.256 -3.124 0.224
C: -0.128 -2.036 -0.122
C: 0.762 -0.723 -0.084
C: 0.817 -0.441 1.432
N: 0.187 0.296 -1.003
C: -0.889 1.061 -0.484
N: -1.182 2.299 -0.998
O: -1.643 0.438 0.226
H: -1.086 -2.062 -0.639
H: 1.751 -0.821 -0.455
H: 1.432 -1.209 1.880
H: 1.358 0.590 1.635
H: -0.084 -0.429 1.956
H: 0.876 0.508 -1.733
H: -0.434 2.929 -1.251
H: -1.991 2.721 -0.584

Output
- HOMO energy: -9.131 eV
- LUMO level: 0.62 eV
- Energy relative to the best compared isomer or geometry (same formula, charge and spin): 36.5 kcal per mole
- Structure (SMILES): C[C@@H](C=O)NC(N)=O
- Strongest force on any atom: 4.03 eV/A
- Multiplicity: 1
- Net charge: 0

***

No. 2
# C4H39NO15

A cluster of 15 separate species, C4H39NO15 in total at a distorted geometry (ωB97M-V/def2-TZVPD, OMol25).

Cartesian coordinates (Å):
C: 0.007 -0.129 -0.699
O: -1.144 0.319 0.048
C: 1.358 0.133 -0.031
C: 2.596 -0.251 -0.844
C: 2.464 0.321 -2.278
N: 1.311 -0.316 1.344
H: -0.252 -1.177 -0.916
H: -0.133 0.484 -1.594
H: -1.150 -0.080 0.927
H: 1.397 1.232 0.016
H: 3.431 0.165 -0.301
H: 2.603 -1.326 -1.043
H: 3.446 0.550 -2.693
H: 1.790 1.166 -2.398
H: 2.041 -0.421 -2.961
H: 1.111 -1.292 1.500
H: 0.909 0.359 1.977
H: -1.929 -1.131 -2.907
H: -3.367 -1.349 -3.231
O: -2.516 -1.819 -3.250
H: -1.168 2.098 -1.027
H: 0.035 2.994 -0.635
O: -0.743 2.940 -1.219
H: -0.161 2.663 1.681
H: 0.401 4.074 1.595
O: 0.498 3.192 1.213
H: 0.443 -0.061 4.172
H: 0.886 1.395 4.514
O: 1.000 0.678 3.882
H: -4.574 1.112 -3.188
H: -5.123 0.376 -1.920
O: -5.069 0.352 -2.877
H: 3.191 0.789 3.302
H: 4.546 1.050 2.664
O: 4.074 1.135 3.499
H: -0.584 3.343 -3.893
H: -0.590 4.442 -2.887
O: -1.020 4.180 -3.707
H: -4.069 3.537 -2.531
H: -3.083 2.479 -1.895
O: -3.999 2.746 -1.991
H: 2.312 3.164 2.277
H: 3.514 3.024 3.102
O: 3.027 3.718 2.628
H: -2.955 -3.395 1.825
H: -2.348 -3.227 0.423
O: -2.697 -2.721 1.187
H: -1.569 -2.054 3.578
H: -0.086 -2.082 3.479
O: -0.792 -1.674 4.006
H: -0.376 -3.004 1.166
H: 0.831 -3.737 0.774
O: 0.466 -3.286 1.560
H: -1.955 -3.207 -1.947
H: -1.961 -4.532 -1.182
O: -1.585 -3.644 -1.160
H: 2.357 -5.234 -1.004
H: 2.880 -4.440 0.185
O: 2.075 -4.621 -0.314

Output
- HOMO energy: -9.036 eV
- LUMO level: -0.03 eV
- Energy relative to the best compared isomer or geometry (same formula, charge and spin): 49.0 kcal per mole
- Strongest force on any atom: 2.08 eV/A
- Multiplicity: 1
- Net charge: 0

***

No. 3
# C45H43N5O2PdSTe

A structure of composition C45H43N5O2PdSTe (ωB97M-V/def2-TZVPD, OMol25).

Cartesian coordinates (Å):
Pd: -0.735 1.800 -0.929
C: 0.665 -11.838 -1.336
O: -0.557 -11.157 -1.505
C: -0.494 -9.802 -1.656
C: -1.715 -9.149 -1.811
C: -1.756 -7.782 -1.966
C: -0.577 -7.026 -1.975
C: 0.633 -7.692 -1.823
C: 0.686 -9.071 -1.663
C: -0.676 -5.576 -2.138
N: -1.798 -4.927 -2.326
C: -1.442 -3.603 -2.412
C: -0.083 -3.456 -2.287
N: 0.405 -4.730 -2.114
C: 0.585 -2.197 -2.293
C: 1.950 -2.021 -2.073
C: 2.455 -0.743 -1.994
C: 1.577 0.329 -2.129
N: 0.276 0.190 -2.333
C: -0.230 -1.052 -2.425
C: -1.684 -1.185 -2.610
N: -2.405 -0.061 -2.796
C: -3.712 -0.179 -2.933
C: -4.397 -1.395 -2.893
C: -3.673 -2.548 -2.719
C: -2.286 -2.459 -2.582
H: 0.412 -12.890 -1.228
H: 1.189 -11.498 -0.437
H: 1.318 -11.709 -2.205
H: -2.623 -9.738 -1.803
H: -2.700 -7.270 -2.080
H: 1.573 -7.154 -1.826
H: 1.646 -9.553 -1.546
H: 1.354 -4.978 -1.908
H: 2.596 -2.879 -1.927
H: 3.501 -0.552 -1.799
H: 1.942 1.347 -2.039
H: -4.262 0.743 -3.093
H: -5.475 -1.413 -2.994
H: -4.143 -3.522 -2.677
C: 1.013 9.136 3.236
C: 0.725 7.720 2.826
C: -0.167 7.431 1.806
C: -0.443 6.117 1.427
C: -1.448 5.905 0.329
C: 0.187 5.039 2.058
Te: -0.468 2.930 1.548
N: -0.874 0.736 0.848
C: -0.441 -0.465 1.121
O: 0.086 -1.316 0.353
C: -0.616 -0.928 2.576
C: 0.065 -2.054 3.022
C: -0.057 -2.486 4.335
C: -0.878 -1.804 5.222
C: -1.575 -0.684 4.784
C: -1.442 -0.251 3.473
C: 1.570 2.373 1.308
C: 2.015 1.299 2.071
C: 3.307 0.820 1.951
C: 4.181 1.427 1.060
C: 3.742 2.494 0.297
C: 2.439 2.984 0.399
C: 2.015 4.107 -0.502
C: 1.076 5.334 3.110
C: 1.778 4.250 3.882
C: 1.333 6.651 3.470
H: 0.520 9.843 2.567
H: 2.084 9.350 3.217
H: 0.661 9.339 4.251
H: -0.664 8.247 1.288
H: -1.518 6.791 -0.306
H: -2.447 5.707 0.730
H: -1.183 5.038 -0.278
H: 0.689 -2.575 2.307
H: 0.485 -3.364 4.667
H: -0.978 -2.144 6.246
H: -2.223 -0.146 5.467
H: -1.974 0.617 3.113
H: 1.333 0.823 2.763
H: 3.622 -0.026 2.549
H: 5.198 1.067 0.953
H: 4.418 2.966 -0.409
H: 2.806 4.342 -1.219
H: 1.767 5.010 0.057
H: 1.112 3.817 -1.044
H: 1.099 3.431 4.126
H: 2.196 4.646 4.811
H: 2.592 3.812 3.304
H: 2.029 6.846 4.282
C: -0.582 4.837 -3.213
S: -1.274 3.193 -2.950
C: -2.984 3.617 -2.619
H: -0.977 5.555 -2.497
H: -0.778 5.185 -4.227
H: 0.494 4.771 -3.062
H: -3.493 3.999 -3.505
H: -3.039 4.342 -1.807
H: -3.455 2.697 -2.286

Output
- HOMO energy (spin up / spin down): -2.691 / -3.703 eV
- LUMO level (spin up / spin down): 2.00 / 2.00 eV
- Energy relative to the best compared isomer or geometry (same formula, charge and spin): 0.0 kcal per mole
- Strongest force on any atom: 0.49 eV/A
- Multiplicity: 2
- Net charge: -1

***

No. 4
# C9H17HfN6O6S2

A structure of composition C9H17HfN6O6S2 at a distorted geometry (ωB97M-V/def2-TZVPD, OMol25).

Cartesian coordinates (Å):
Hf: -0.968 -0.684 0.371
N: -0.347 0.995 1.695
N: 0.759 0.680 2.499
C: 1.399 -0.542 2.418
N: 2.493 -0.612 3.234
S: 1.004 -1.860 1.482
H: -0.116 1.841 1.095
H: -1.166 1.261 2.319
H: 1.270 1.434 2.950
H: 2.523 -0.060 4.080
H: 2.937 -1.522 3.289
C: -4.459 1.515 2.002
C: -4.074 0.244 1.301
N: -5.099 -0.607 1.023
O: -2.920 -0.029 0.992
H: -5.536 1.563 2.186
H: -4.173 2.367 1.379
H: -3.938 1.567 2.962
H: -6.062 -0.418 1.262
H: -4.874 -1.473 0.551
N: 4.180 0.995 -4.540
C: 3.780 1.676 -3.426
O: 4.315 2.740 -3.135
C: 2.692 1.104 -2.584
C: 2.052 -0.102 -2.873
C: 1.054 -0.530 -2.013
N: 0.663 0.148 -0.915
C: 1.296 1.311 -0.657
C: 2.304 1.825 -1.452
H: 4.922 1.418 -5.084
H: 3.805 0.118 -4.861
H: 2.300 -0.711 -3.730
H: 0.524 -1.462 -2.191
H: 0.962 1.836 0.233
H: 2.777 2.767 -1.192
O: -0.226 -3.025 -1.054
S: -0.881 -3.593 0.138
O: -1.554 -4.854 -0.225
O: -1.876 -2.637 0.656
O: 0.132 -3.858 1.176
H: -1.877 -0.826 -1.362

Output
- HOMO energy: -10.583 eV
- LUMO level: -4.03 eV
- Strongest force on any atom: 8.99 eV/A
- Multiplicity: 1
- Net charge: +1